C32H66N2O20Zr as an isolated structure. Source: the Open Molecules 2025 dataset; level of theory: ωB97M-V with the def2-TZVPD basis set.

The geometry in XYZ format:
```
121
Properties=species:S:1:pos:R:3
Zr -0.982 1.342 2.756
O -0.911 -0.372 1.484
C 0.101 -0.410 0.480
C 0.864 0.935 0.386
O 0.548 1.931 1.361
H -0.334 -0.731 -0.470
H 0.767 -1.240 0.732
H 0.841 1.378 -0.612
H 1.909 0.650 0.547
C 3.882 1.947 -0.411
N 4.525 3.156 -0.965
O 5.587 3.041 -1.492
O 3.903 4.191 -0.887
H 4.646 1.177 -0.376
H 3.135 1.661 -1.150
H 3.446 2.105 0.568
C 1.745 -1.854 -2.627
N 3.049 -1.382 -2.089
O 4.012 -1.507 -2.812
O 3.113 -1.001 -0.924
H 1.489 -1.107 -3.381
H 1.037 -1.904 -1.813
H 1.928 -2.763 -3.189
O -3.133 -4.069 -3.369
C -2.225 -3.305 -3.234
O -0.931 -3.643 -3.311
C -0.557 -4.906 -3.869
C 0.161 -4.692 -5.192
C -2.397 -1.934 -2.652
H -1.405 -5.580 -3.952
H 0.193 -5.375 -3.232
H 0.935 -3.931 -5.057
H -0.472 -4.408 -6.030
H 0.706 -5.602 -5.449
H -1.628 -1.274 -3.069
H -2.287 -2.004 -1.573
H -3.327 -1.508 -3.020
O -2.252 2.283 1.020
C -2.850 2.565 -0.020
O -3.937 3.268 -0.090
C -4.629 3.676 1.094
C -4.019 4.876 1.790
C -2.369 2.107 -1.349
H -4.614 2.835 1.790
H -5.679 3.855 0.890
H -4.396 5.849 1.487
H -2.930 4.977 1.869
H -4.214 4.793 2.869
H -2.643 1.061 -1.487
H -1.284 2.118 -1.458
H -2.742 2.770 -2.126
O 0.514 2.674 4.075
C 1.233 3.307 4.831
O 2.373 3.740 4.415
C 2.723 3.580 3.024
C 2.150 4.726 2.191
C 1.009 3.582 6.267
H 2.377 2.625 2.634
H 3.808 3.658 3.016
H 1.066 4.776 2.294
H 2.375 4.537 1.141
H 2.596 5.663 2.514
H 1.364 4.604 6.420
H 1.647 2.962 6.897
H -0.025 3.511 6.585
O -1.686 -5.529 -0.728
C -1.324 -4.885 0.220
O -0.136 -4.345 0.478
C 1.011 -4.621 -0.330
C 2.221 -3.995 0.325
C -2.243 -4.762 1.446
H 0.816 -4.207 -1.324
H 1.210 -5.685 -0.481
H 3.153 -4.138 -0.226
H 2.461 -4.488 1.270
H 2.083 -2.924 0.468
H -3.080 -5.444 1.364
H -2.636 -3.742 1.431
H -1.671 -4.918 2.357
O 2.161 1.366 -3.656
C 1.879 2.392 -4.231
O 2.427 2.803 -5.331
C 3.469 2.022 -5.942
C 3.679 2.547 -7.338
C 0.791 3.267 -3.711
H 3.151 0.979 -5.965
H 4.373 2.090 -5.339
H 2.800 2.498 -7.979
H 4.487 2.055 -7.879
H 3.987 3.595 -7.292
H 1.055 4.321 -3.632
H 0.344 2.933 -2.777
H -0.081 3.220 -4.378
O -3.423 0.539 2.678
C -4.622 0.289 2.564
O -5.124 -0.421 1.602
C -4.285 -0.917 0.568
C -5.110 -1.196 -0.671
C -5.643 0.836 3.507
H -3.740 -1.837 0.796
H -3.420 -0.281 0.348
H -4.435 -1.531 -1.458
H -5.611 -0.293 -1.019
H -5.826 -1.995 -0.493
H -5.661 0.358 4.486
H -6.649 0.724 3.104
H -5.461 1.898 3.670
O 1.092 0.205 3.649
C 2.037 -0.534 3.918
O 2.031 -1.835 3.976
C 0.923 -2.670 3.552
C 1.067 -4.053 4.126
C 3.414 0.022 4.086
H 0.903 -2.659 2.463
H -0.026 -2.224 3.865
H 0.154 -4.582 3.824
H 1.033 -4.138 5.208
H 1.863 -4.601 3.629
H 3.629 0.717 3.282
H 4.120 -0.795 4.204
H 3.486 0.577 5.027
```

Results
Calculated total energy, Ha: -2919.672004
Total charge: +2
LUMO energy, hartree: -0.25822


C32H67CrO19S8 as an isolated structure. Source: the Open Molecules 2025 dataset; level of theory: ωB97M-V with the def2-TZVPD basis set.

The geometry in XYZ format:
```
127
Properties=species:S:1:pos:R:3
Cr -15.921 6.065 16.369
O -17.477 7.082 17.078
H -17.665 7.604 16.310
O -15.959 4.745 17.769
H -15.421 3.962 17.900
O -15.730 7.173 14.689
H -15.057 7.826 14.772
C -17.245 7.832 20.213
C -17.127 6.307 20.570
C -18.244 5.893 21.398
S -19.637 6.528 20.421
O -20.808 6.888 21.148
O -19.804 5.603 19.304
C -18.705 8.012 19.753
H -16.600 8.175 19.379
H -17.037 8.387 21.207
H -16.167 6.151 21.066
H -17.140 5.715 19.651
H -18.398 6.332 22.421
H -18.327 4.789 21.526
H -19.182 8.948 20.120
H -18.833 8.053 18.662
C -20.110 3.479 17.046
C -20.257 3.009 15.565
C -19.441 3.780 14.624
S -17.867 3.653 15.556
O -17.014 4.756 15.182
O -17.346 2.348 15.361
C -18.640 3.839 17.186
H -20.436 2.689 17.675
H -20.822 4.328 17.315
H -21.272 3.247 15.279
H -20.003 1.961 15.481
H -19.743 4.798 14.378
H -19.225 3.164 13.763
H -18.451 4.861 17.494
H -18.041 3.236 17.870
C -20.882 7.732 15.379
C -21.707 8.781 14.605
C -20.673 9.743 13.800
S -19.005 9.194 14.129
O -18.571 9.894 15.344
O -18.182 9.248 12.967
C -19.638 7.520 14.566
H -21.396 6.776 15.525
H -20.665 8.091 16.425
H -22.359 9.513 15.166
H -22.323 8.364 13.819
H -20.773 10.765 14.180
H -20.900 9.675 12.740
H -19.007 6.955 15.298
H -19.708 6.954 13.638
C -14.507 3.279 12.163
C -13.906 2.337 13.182
C -12.917 3.134 14.130
S -13.588 4.827 14.147
O -12.547 5.747 13.762
O -14.168 4.931 15.503
C -14.762 4.623 12.781
H -15.373 2.850 11.685
H -13.765 3.346 11.391
H -13.412 1.540 12.633
H -14.714 2.005 13.814
H -11.864 3.210 13.645
H -13.040 2.681 15.117
H -14.476 5.516 12.208
H -15.766 4.740 13.144
C -11.247 6.134 17.639
C -12.309 5.129 18.074
C -13.315 5.872 18.985
S -13.461 7.397 18.105
O -13.537 8.474 19.025
O -14.547 7.359 17.164
C -11.977 7.285 17.035
H -10.392 5.735 17.020
H -10.729 6.496 18.535
H -11.834 4.236 18.661
H -12.809 4.655 17.297
H -12.873 6.135 19.984
H -14.308 5.450 19.075
H -11.535 8.263 17.076
H -12.331 6.989 16.076
C -11.235 9.874 10.558
C -11.930 9.636 11.928
C -13.240 8.855 11.766
S -13.164 8.344 10.007
O -14.485 8.198 9.425
O -12.230 7.210 9.920
C -12.263 9.840 9.400
H -10.498 9.130 10.379
H -10.806 10.892 10.498
H -12.170 10.596 12.429
H -11.271 9.067 12.573
H -14.160 9.422 11.893
H -13.411 7.899 12.353
H -12.724 10.793 9.230
H -11.802 9.504 8.429
C -18.553 6.645 8.509
C -17.616 7.534 9.363
C -17.231 6.644 10.674
S -18.609 5.638 10.927
O -19.623 6.473 11.542
O -18.289 4.400 11.644
C -19.011 5.341 9.253
H -18.103 6.266 7.613
H -19.455 7.205 8.229
H -18.059 8.473 9.703
H -16.746 7.756 8.822
H -17.180 7.346 11.574
H -16.402 5.912 10.620
H -20.089 5.230 9.397
H -18.448 4.445 8.933
C -15.898 11.529 16.952
C -14.777 12.118 17.790
C -13.490 12.046 16.913
S -13.780 10.823 15.698
O -12.739 9.802 15.721
O -13.961 11.506 14.421
C -15.357 10.238 16.324
H -16.049 12.229 16.160
H -16.814 11.355 17.438
H -14.614 11.668 18.742
H -15.051 13.182 17.989
H -12.587 11.710 17.538
H -13.269 12.989 16.303
H -15.075 9.454 17.047
H -16.019 9.812 15.548
```

Results
Calculated total energy, Ha: -6918.935120
2S+1: 4
⟨S²⟩: 3.77
Total charge: 0
LUMO energy (spin up / spin down), hartree: 0.01106 / 0.01117
ΔE to the lowest compared entry with this formula, charge and spin, kcal per mole: 14.9


A 7-piece molecular cluster, C32H68Cl2NO6 overall. Source: the Open Molecules 2025 dataset; level of theory: ωB97M-V with the def2-TZVPD basis set.

The geometry in XYZ format:
```
109
Properties=species:S:1:pos:R:3
C 0.454 3.337 -3.878
C 0.373 4.374 -4.966
Cl 1.867 5.069 -5.387
C -0.737 4.791 -5.581
Cl -0.803 6.034 -6.748
N -2.034 4.238 -5.268
C -3.016 5.072 -4.858
C -4.253 4.586 -4.532
C -4.496 3.221 -4.628
C -3.479 2.380 -5.060
C -2.261 2.915 -5.386
H -0.028 3.688 -2.965
H 1.499 3.121 -3.670
H -0.004 2.394 -4.166
H -2.767 6.119 -4.786
H -5.018 5.269 -4.195
H -5.455 2.810 -4.350
H -3.604 1.312 -5.148
H -1.453 2.307 -5.760
C -1.707 2.021 -0.976
C -2.572 3.245 -1.227
O -3.940 2.955 -1.445
C -4.612 2.320 -0.359
C -4.628 3.136 0.917
H -1.847 1.283 -1.769
H -0.655 2.306 -0.943
H -1.946 1.542 -0.027
H -2.242 3.748 -2.143
H -2.455 3.968 -0.413
H -4.181 1.330 -0.174
H -5.630 2.161 -0.713
H -3.632 3.237 1.350
H -5.252 2.643 1.661
H -5.020 4.138 0.731
C 3.992 2.435 -6.385
C 4.590 2.449 -4.990
O 3.755 1.834 -4.020
C 3.495 0.452 -4.222
C 4.734 -0.422 -4.207
H 2.982 2.835 -6.326
H 4.583 3.044 -7.069
H 3.935 1.428 -6.801
H 4.701 3.479 -4.648
H 5.591 2.007 -4.986
H 2.931 0.300 -5.151
H 2.835 0.169 -3.399
H 5.380 -0.231 -5.065
H 4.455 -1.474 -4.234
H 5.317 -0.247 -3.303
C 5.193 -5.569 -2.378
C 5.248 -4.375 -3.316
O 6.188 -3.387 -2.935
C 7.542 -3.805 -2.890
C 8.087 -4.272 -4.229
H 5.049 -5.238 -1.348
H 4.366 -6.222 -2.655
H 6.108 -6.161 -2.417
H 4.284 -3.862 -3.309
H 5.427 -4.702 -4.347
H 7.680 -4.580 -2.128
H 8.094 -2.927 -2.554
H 7.621 -5.201 -4.560
H 9.159 -4.452 -4.150
H 7.916 -3.515 -4.995
C -2.847 0.130 5.525
C -4.128 0.544 4.826
O -4.087 0.416 3.411
C -3.870 -0.895 2.925
C -4.944 -1.892 3.325
H -1.989 0.652 5.098
H -2.914 0.365 6.588
H -2.664 -0.943 5.440
H -4.322 1.601 5.006
H -4.981 -0.009 5.235
H -2.881 -1.260 3.227
H -3.851 -0.793 1.838
H -4.936 -2.091 4.398
H -4.782 -2.841 2.813
H -5.933 -1.515 3.060
C 2.033 -3.098 0.843
C 3.121 -3.069 1.905
O 4.418 -3.329 1.405
C 4.901 -2.411 0.440
C 5.023 -0.984 0.946
H 2.077 -4.031 0.279
H 1.052 -3.020 1.314
H 2.129 -2.271 0.137
H 2.939 -3.855 2.637
H 3.098 -2.117 2.448
H 4.284 -2.447 -0.466
H 5.885 -2.784 0.159
H 4.049 -0.536 1.154
H 5.517 -0.366 0.196
H 5.609 -0.955 1.865
C -5.255 -2.612 8.211
C -4.002 -2.065 8.876
O -3.930 -0.651 8.888
C -4.964 0.016 9.592
C -5.023 -0.323 11.072
H -5.373 -2.185 7.214
H -5.184 -3.697 8.121
H -6.155 -2.387 8.783
H -3.121 -2.385 8.319
H -3.900 -2.466 9.890
H -5.935 -0.170 9.119
H -4.748 1.077 9.467
H -5.324 -1.357 11.244
H -5.749 0.319 11.571
H -4.047 -0.173 11.535
```

Results
Calculated total energy, Ha: -2686.286886
Total charge: +1
LUMO energy, hartree: -0.15837


C32H68ClF7N2O10P2Si2 as an isolated structure. Source: the Open Molecules 2025 dataset; level of theory: ωB97M-V with the def2-TZVPD basis set.

The geometry in XYZ format:
```
124
Properties=species:S:1:pos:R:3
C 0.121 4.017 4.669
C -0.007 2.529 4.149
C 0.148 2.576 2.622
C 0.172 1.214 1.867
C 1.037 0.194 2.692
Si -1.505 0.368 1.580
C -2.336 -0.015 3.216
C -3.823 -0.564 3.017
C -4.140 -1.191 1.630
O -3.968 -1.942 2.934
O -2.438 1.015 0.341
Si -3.185 2.493 0.494
C -3.447 3.190 2.211
C -4.780 2.779 2.932
P -5.778 4.170 3.585
O -5.415 4.340 4.997
O -5.489 5.558 2.825
C -6.331 6.591 3.401
C -6.433 7.793 2.458
O -7.337 3.723 3.499
C -7.637 2.620 4.361
C -8.521 1.619 3.589
C -2.316 3.741 -0.671
Cl -1.605 5.146 0.237
C -1.281 3.092 -1.620
C -1.529 3.655 -3.060
C -4.912 2.245 -0.379
F -5.580 1.154 0.045
F -4.559 1.979 -1.701
C -5.797 3.519 -0.431
F -6.894 3.281 0.326
F -5.201 4.604 0.080
C -6.327 3.910 -1.842
F -5.378 4.419 -2.603
F -6.996 2.957 -2.436
F -7.194 4.916 -1.641
P -0.819 -1.651 0.795
O -0.860 -2.672 1.892
H -0.778 4.299 5.226
H 0.152 4.683 3.795
H 1.049 4.191 5.218
H -0.983 2.183 4.503
H 0.801 1.991 4.650
H 1.121 3.059 2.436
H -0.597 3.241 2.163
H 0.702 1.325 0.908
H 0.453 -0.195 3.534
H 1.465 -0.603 2.078
H 1.881 0.733 3.145
H -1.879 -0.838 3.776
H -2.557 0.860 3.839
H -4.628 -0.003 3.488
H -5.198 -1.021 1.439
H -3.496 -1.915 1.142
H -3.483 4.285 2.096
H -2.633 3.019 2.924
H -4.507 2.201 3.819
H -5.448 2.132 2.345
H -5.906 6.919 4.355
H -7.352 6.249 3.609
H -6.934 7.468 1.539
H -5.428 8.147 2.200
H -6.999 8.600 2.931
H -6.752 2.069 4.701
H -8.196 2.911 5.256
H -8.684 0.744 4.232
H -8.005 1.256 2.691
H -9.471 2.094 3.330
H -3.071 4.207 -1.316
H -1.360 2.005 -1.701
H -0.265 3.410 -1.364
H -0.734 3.390 -3.759
H -1.673 4.741 -2.984
H -2.509 3.271 -3.378
H 0.475 -1.568 0.216
H -1.761 -2.048 -0.201
C 5.316 -6.416 -1.596
O 4.734 -5.131 -1.729
C 3.362 -5.163 -2.111
C 2.471 -4.705 -0.971
N 2.444 -5.682 0.109
C 1.819 -5.193 1.340
C 2.480 -4.018 2.057
O 3.748 -4.314 2.622
C 4.844 -4.209 1.731
H 6.392 -6.282 -1.475
H 4.936 -6.937 -0.712
H 5.139 -7.025 -2.487
H 3.065 -6.150 -2.477
H 3.252 -4.455 -2.939
H 1.454 -4.557 -1.348
H 2.852 -3.734 -0.628
H 3.393 -5.958 0.324
H 1.801 -6.036 2.036
H 0.776 -4.938 1.130
H 1.837 -3.760 2.901
H 2.532 -3.117 1.432
H 4.690 -3.435 0.975
H 5.048 -5.170 1.251
H 5.726 -3.947 2.316
C 8.344 -2.017 -8.052
O 7.121 -2.656 -7.735
C 7.232 -4.067 -7.579
C 7.036 -4.471 -6.129
N 8.159 -4.047 -5.302
C 7.923 -4.170 -3.863
C 6.806 -3.330 -3.246
O 7.058 -1.932 -3.254
C 6.713 -1.266 -4.455
H 8.121 -0.984 -8.316
H 9.025 -2.011 -7.195
H 8.832 -2.497 -8.905
H 8.180 -4.446 -7.972
H 6.427 -4.511 -8.171
H 6.937 -5.560 -6.070
H 6.093 -4.024 -5.789
H 8.367 -3.078 -5.506
H 8.858 -3.890 -3.370
H 7.747 -5.225 -3.627
H 6.741 -3.609 -2.193
H 5.823 -3.552 -3.674
H 5.853 -1.724 -4.950
H 7.566 -1.229 -5.138
H 6.457 -0.235 -4.203
```

Results
Calculated total energy, Ha: -4542.944541
Total charge: 0
LUMO energy, hartree: 0.01339